DFT (ωB97M-V with the def2-TZVPD basis set) results for a structure of composition C28H35AsNO7RuS4.

Structure (XYZ):
```
77
Properties=species:S:1:pos:R:3:forces:R:3
Ru 0.24941 -0.49794 -0.34008 -1.357 1.189 -0.070
C 2.05306 -1.55254 -3.44275 -0.044 0.022 0.190
C 1.49886 -2.93241 -3.04908 -0.060 0.099 0.128
S 0.71224 -3.09591 -1.41173 -0.058 0.085 -0.067
C 2.04065 -3.94411 -0.48695 -0.168 0.093 0.069
C 2.41642 -3.35766 0.87664 0.063 0.101 -0.073
S 2.58250 -1.56537 1.01904 -0.271 -0.003 0.173
C 4.07519 -1.20915 0.05507 -0.172 -0.011 -0.035
C 3.97490 -1.34938 -1.46045 -0.122 0.062 0.032
S 2.52910 -0.45638 -2.09970 -0.008 -0.206 0.270
H 1.31207 -0.97826 -3.98939 -0.051 0.002 -0.138
H 2.91856 -1.67281 -4.09547 -0.025 -0.014 -0.038
H 2.27142 -3.69893 -3.08712 -0.014 -0.019 -0.057
H 0.71454 -3.20040 -3.75289 0.037 -0.002 -0.079
H 2.90681 -3.98733 -1.13919 0.041 -0.065 0.029
H 1.69004 -4.96403 -0.32998 0.112 -0.061 0.023
H 3.35698 -3.80148 1.20788 -0.043 -0.091 0.042
H 1.65466 -3.59427 1.61894 0.088 -0.071 0.028
H 4.86800 -1.84427 0.45336 0.088 0.087 -0.021
H 4.29760 -0.17362 0.32062 0.072 -0.041 -0.009
H 3.91489 -2.39271 -1.76313 0.071 0.031 0.026
H 4.86331 -0.90872 -1.91743 0.067 -0.131 0.025
O -1.27769 -1.53266 -3.55355 0.073 0.056 0.120
As -1.03716 0.20924 -3.44645 -0.345 0.006 -0.532
O -0.58669 0.70756 -4.93165 0.071 -0.010 0.301
O 0.14087 0.55610 -2.25188 -0.364 -0.914 1.281
C -2.64473 1.09758 -2.85343 0.006 0.351 -0.008
C -3.05306 2.12362 -3.70807 0.036 -0.069 -0.003
C -4.04829 3.00885 -3.31688 0.007 -0.079 -0.023
C -4.64284 2.87461 -2.06799 0.055 0.078 -0.010
C -4.24830 1.85597 -1.21479 -0.095 -0.026 -0.136
C -3.25774 0.96757 -1.61400 0.139 -0.598 -0.169
S -2.71629 -0.17756 -0.30829 -1.112 1.732 0.462
O -1.90698 -1.26578 -1.02389 1.105 0.151 0.099
O -3.97886 -0.62285 0.30262 -0.156 -0.594 -0.311
O -0.61387 2.01816 0.09696 -0.407 -0.148 -0.145
H -1.72859 -1.81644 -2.73363 0.057 0.096 -0.019
H -2.55459 2.21372 -4.66664 -0.047 0.057 -0.004
H -4.35105 3.80668 -3.98327 -0.003 -0.016 0.007
H -5.40515 3.57667 -1.74964 0.000 -0.049 -0.037
H -4.70782 1.73472 -0.24136 0.014 -0.037 -0.040
C 2.34893 3.31058 1.62618 0.089 0.010 -0.094
C 2.28640 3.65824 0.12134 -0.005 -0.075 0.052
C 2.35470 2.30086 -0.58351 -0.081 0.141 0.176
O 1.88833 1.34851 0.38436 0.438 -0.108 -0.001
C 2.40035 1.78307 1.65220 0.069 -0.138 -0.042
H 1.46472 3.66068 2.14563 0.002 0.065 0.034
H 3.21942 3.74270 2.11902 0.014 -0.025 -0.040
H 3.10934 4.29765 -0.19412 -0.034 0.037 0.001
H 1.35810 4.17964 -0.12056 0.029 0.012 0.015
H 3.39010 2.06674 -0.85365 0.024 -0.045 -0.001
H 1.73244 2.21088 -1.47031 -0.027 -0.038 0.005
H 3.43679 1.43774 1.76008 -0.003 -0.047 -0.012
H 1.79836 1.32822 2.43665 -0.045 0.004 -0.034
C -2.56887 -3.88466 3.00494 0.053 -0.065 0.007
C -1.49655 -3.93331 2.12746 -0.049 0.052 -0.076
C -0.94340 -2.75903 1.64618 -0.023 0.262 0.199
C -1.44449 -1.50494 2.00924 -0.152 -0.020 -0.026
C -2.55791 -1.47646 2.85936 -0.050 0.027 -0.138
C -3.09460 -2.65038 3.35875 0.013 0.043 0.033
N -0.87870 -0.33631 1.44871 2.452 -0.874 -1.146
C -0.95795 0.89339 2.13478 0.220 -0.212 0.023
C -1.07642 0.98216 3.52624 0.058 0.036 -0.030
C -1.13970 2.20506 4.17829 -0.017 -0.082 0.067
C -1.09317 3.38463 3.45499 0.033 0.062 -0.062
C -0.93822 3.32481 2.07888 -0.105 -0.039 0.059
C -0.83899 2.10148 1.43368 -0.163 0.074 -0.075
H -2.99359 -4.79781 3.40215 -0.013 0.028 -0.027
H -1.09669 -4.88815 1.80629 0.027 0.023 0.026
H -0.10889 -2.78000 0.96622 0.017 -0.080 -0.007
H -3.03134 -0.53293 3.08888 -0.026 -0.043 -0.015
H -3.95206 -2.60328 4.01882 0.006 0.037 -0.040
H -1.11545 0.06831 4.09936 0.049 0.017 0.054
H -1.23256 2.23366 5.25699 0.002 -0.043 -0.042
H -1.15438 4.34492 3.95142 -0.027 -0.037 -0.011
H -0.88343 4.23748 1.49318 -0.001 -0.036 -0.028
H -0.47304 2.88777 -0.28847 -0.061 0.036 -0.085
```
Forces are in eV/Å.

Computed properties:
E_tot: -5592.66402 hartree
HOMO level (alpha / beta): -0.2491 / -0.2474 Ha
2S+1: 2
⟨S²⟩: 0.869

=====

DFT (ωB97M-V with the def2-TZVPD basis set) results for a cluster of 8 separate species, C28H35F2NO36S8 in total.

Structure (XYZ):
```
110
Properties=species:S:1:pos:R:3:forces:R:3
O 0.39018 -0.47430 6.70973 -0.061 0.111 0.055
C 0.51891 -0.60019 5.53218 -0.269 -0.097 0.485
O 1.09464 -1.73670 4.99802 -0.082 0.135 -0.421
C 0.13771 0.43816 4.50782 0.197 -0.326 -0.331
C -0.94390 -0.04713 3.58024 -0.084 -0.402 -0.254
C -2.26057 0.38304 3.69189 -0.005 0.343 0.400
C -3.27920 -0.08049 2.86891 0.152 -0.317 -0.410
C -4.66207 0.42308 3.11139 -0.343 0.151 -0.326
O -4.90457 1.58081 3.33401 0.143 0.390 0.152
N -5.72918 -0.49477 3.06784 0.654 -0.417 1.240
C -6.75395 -0.18271 4.01039 -0.576 0.403 -0.424
O -7.90007 -0.08155 3.76698 -0.066 -0.053 -0.030
F -6.29255 -0.01300 5.25176 0.223 -0.123 -0.001
C -2.96715 -1.01578 1.88141 0.137 0.099 0.423
C -1.64550 -1.44478 1.76299 0.096 -0.364 -0.206
C -0.63440 -0.98123 2.58723 -0.320 0.423 0.138
C -1.34931 -2.46824 0.71078 -0.087 0.316 0.082
O -0.32125 -2.50105 0.08913 0.129 -0.186 0.198
C -2.48529 -3.42465 0.47378 0.557 0.065 -0.691
S -2.09782 -5.10841 0.10211 -1.905 -1.575 1.517
O -1.83067 -5.73383 1.35685 0.872 0.500 -0.048
O -3.10642 -5.72308 -0.68162 0.346 0.648 -0.755
F -0.77239 -5.06129 -0.69041 0.100 0.312 -0.270
C -3.74817 -3.02246 0.57871 0.353 -0.241 0.199
C -3.96072 -1.58993 0.93362 0.039 -0.011 -0.113
O -4.85897 -0.95690 0.44045 -0.161 0.119 0.029
H 0.43185 -2.42994 4.89622 0.064 -0.097 0.209
H -0.12520 1.38430 4.96586 -0.038 -0.060 0.236
H 1.01356 0.58792 3.88446 0.155 0.087 0.106
H -2.50849 1.09684 4.46833 -0.055 0.038 -0.023
H -5.41116 -1.44338 3.25612 -0.102 -0.100 -0.329
H 0.38368 -1.32968 2.48783 0.009 -0.060 -0.211
H -4.61644 -3.65466 0.43404 -0.017 0.001 -0.373
C 2.71795 -6.44653 0.02047 -0.048 0.467 -0.106
C 1.86470 -7.02154 -1.08796 -0.229 -0.372 0.249
O 2.79683 -7.29484 -2.14661 0.182 0.295 0.087
S 4.20592 -7.71436 -1.52405 -0.304 0.042 0.134
O 4.31228 -9.12687 -1.50729 0.218 -0.007 -0.005
O 5.21035 -6.90288 -2.11608 0.106 -0.054 -0.135
O 3.93470 -7.20882 -0.03304 -0.146 -0.200 -0.073
H 2.95981 -5.39793 -0.16392 -0.022 -0.001 -0.006
H 2.25476 -6.54347 0.99819 0.164 -0.178 0.060
H 1.09914 -6.33311 -1.42634 0.141 0.036 -0.259
H 1.40126 -7.96388 -0.78939 -0.015 0.022 0.029
C 0.76956 5.74714 3.33432 0.295 0.292 0.006
C 0.82531 5.49936 1.84427 -0.365 -0.003 -0.103
O 1.77417 4.42311 1.70477 0.134 0.107 0.280
S 1.69036 3.46284 2.96822 -0.050 0.329 -0.208
O 0.86425 2.34440 2.66210 0.103 0.203 -0.116
O 2.99277 3.28448 3.49552 0.023 -0.200 -0.034
O 0.85687 4.43780 3.92224 -0.181 -0.090 -0.171
H 1.62484 6.33266 3.67670 -0.001 0.002 -0.014
H -0.15033 6.23567 3.64231 -0.072 -0.201 0.108
H 1.14847 6.37242 1.28144 0.119 -0.405 0.118
H -0.13852 5.15789 1.46119 0.003 0.013 0.000
C 5.92113 -3.77063 -3.26967 0.198 -0.146 -0.415
C 7.00072 -3.60101 -2.22606 -0.214 -0.202 0.371
O 7.20540 -2.18410 -2.15427 -0.032 0.003 -0.294
S 5.82381 -1.42215 -2.43296 0.088 -0.230 -0.046
O 5.22875 -1.08280 -1.18835 -0.111 0.103 -0.056
O 6.04593 -0.46160 -3.44674 -0.946 -0.056 0.520
O 5.02616 -2.67232 -3.04385 0.065 -0.011 0.320
H 6.32429 -3.68303 -4.28112 0.031 0.015 0.021
H 5.39504 -4.71533 -3.16953 -0.177 0.107 0.082
H 7.92539 -4.10454 -2.49216 0.108 0.218 -0.041
H 6.66630 -3.95015 -1.24673 -0.006 -0.064 -0.029
C -8.10379 -1.70803 -0.36733 0.252 0.261 0.151
C -8.03855 -1.90347 -1.86434 -0.394 0.018 -0.159
O -7.26740 -3.11036 -2.02762 0.220 -0.046 0.268
S -7.55405 -4.10051 -0.81548 -0.240 0.582 -0.142
O -8.51787 -5.06297 -1.20387 0.085 -0.225 0.168
O -6.30104 -4.49276 -0.26421 -0.037 -0.278 -0.009
O -8.24604 -3.04634 0.16111 -0.032 -0.191 -0.233
H -7.17784 -1.28116 0.01934 -0.025 -0.005 -0.035
H -8.94213 -1.09102 -0.06141 -0.077 -0.358 0.097
H -7.55912 -1.07447 -2.37194 0.208 -0.306 -0.029
H -9.02820 -2.07125 -2.29311 -0.009 0.035 0.015
C 4.14443 9.19670 0.49189 0.305 0.189 -0.278
C 3.15518 10.34207 0.52964 -0.099 -0.022 0.455
O 2.19287 10.01159 -0.48287 0.218 -0.105 -0.136
S 2.02742 8.42703 -0.57185 0.190 0.206 -0.004
O 0.89168 8.03193 0.19246 0.031 0.105 -0.215
O 2.18268 8.02910 -1.91915 -0.202 -0.018 -0.047
O 3.33389 8.03413 0.26074 -0.222 0.115 0.215
H 4.84483 9.29682 -0.33856 -0.005 0.019 0.002
H 4.69760 9.09056 1.42060 -0.118 -0.213 0.046
H 3.61326 11.30278 0.31513 -0.118 0.006 -0.231
H 2.63773 10.39226 1.48989 0.037 0.012 0.013
C 10.25586 0.72862 -6.79301 0.335 -0.085 0.241
C 9.90311 -0.65713 -7.29103 -0.174 0.091 -0.409
O 8.99626 -1.16806 -6.30936 0.206 0.141 0.221
S 8.12137 0.03713 -5.69960 0.129 0.008 -0.084
O 6.87867 0.08649 -6.37891 -0.049 0.084 0.056
O 8.20931 -0.01982 -4.29104 0.835 0.118 -0.382
O 9.03497 1.23996 -6.25140 -0.125 -0.156 -0.225
H 10.99805 0.68880 -5.99286 0.021 -0.027 -0.026
H 10.61401 1.37810 -7.58727 -0.185 0.121 0.015
H 10.76978 -1.30652 -7.37719 -0.073 -0.123 0.185
H 9.38273 -0.61500 -8.25049 0.046 0.027 -0.020
C -7.93630 2.75091 1.23324 0.124 -0.406 0.327
C -6.54342 2.90214 0.66483 0.062 0.519 0.043
O -6.54866 2.07262 -0.50923 -0.251 -0.288 0.118
S -8.00228 2.08419 -1.16463 0.178 0.467 0.327
O -8.03480 3.02031 -2.22744 -0.167 -0.164 -0.128
O -8.41307 0.73566 -1.35412 -0.029 0.369 -0.233
O -8.79110 2.70220 0.07773 0.156 0.112 -0.170
H -8.04546 1.81241 1.78060 0.019 0.013 0.014
H -8.21815 3.57845 1.87760 -0.170 0.082 -0.183
H -5.77523 2.57716 1.35830 0.060 -0.222 -0.135
H -6.34448 3.93071 0.35656 -0.028 -0.004 0.004
```
Forces are in eV/Å.

Computed properties:
E_tot: -7236.42064 hartree
HOMO level: -0.3839 Ha

=====

Q: Among the records above, which one has the lowest E_tot?
A: C28H35F2NO36S8